(1)
Here is a cluster of 3 separate species, C4H13NO3 in total in a non-equilibrium geometry from OMol25. Energies are from ωB97M-V with the def2-TZVPD basis set.

## Properties
total energy = -440.6462 Eh
gap between HOMO and LUMO = 0.378 Ha
relative energy (zero: lowest compared OMol25 entry of this formula, charge and spin) = 181.18 kJ/mol
E_LUMO = 0.53 eV
spin multiplicity = 1
SMILES = CNCCC=O.O.O
net charge = 0
highest occupied orbital energy = -9.772 eV

Last column: Mulliken charge in e.
Element x y z (Å)
C  1.680  0.023  1.054  -1.134
N  0.381  -0.613  0.705  -0.323
C  -0.655  -0.143  1.607  -0.620
C  -1.418  1.029  0.992  -0.341
C  -2.779  1.269  1.546  -0.104
O  -3.229  2.383  1.709  -0.478
H  1.730  1.011  0.611  0.355
H  2.523  -0.561  0.688  0.396
H  1.783  0.173  2.139  0.397
H  0.573  -1.598  0.832  0.224
H  -0.264  0.190  2.568  0.258
H  -1.385  -0.927  1.822  0.492
H  -0.852  1.948  0.946  0.240
H  -1.598  0.734  -0.049  0.273
H  -3.475  0.448  1.771  0.362
O  0.310  -1.299  -4.516  -0.645
H  -0.211  -1.938  -4.021  0.294
H  0.615  -0.641  -3.871  0.354
O  1.912  -0.228  -2.395  -0.668
H  1.621  -0.575  -1.539  0.341
H  2.737  -0.685  -2.599  0.327



(2)
Here is a structure of composition C18H13BrN2O4RuS3 from OMol25. Energies are from ωB97M-V with the def2-TZVPD basis set.

## Properties
total energy = -4967.7135 Eh
gap between HOMO and LUMO (alpha / beta) = 0.229 / 0.208 Ha
relative energy (zero: lowest compared OMol25 entry of this formula, charge and spin) = 26.15 kJ/mol
E_LUMO (alpha / beta) = 2.52 / 0.70 eV
spin multiplicity = 6
net charge = -1
highest occupied orbital energy (alpha / beta) = -3.723 / -4.960 eV
<S²> = 8.802

Last column: Mulliken charge in e.
Element x y z (Å)
Ru  0.248  -0.255  0.398  0.680
O  0.097  -3.169  2.980  -0.652
S  0.449  -2.233  1.962  1.307
O  1.790  -2.317  1.382  -0.610
O  0.290  -0.749  2.398  -0.523
O  -0.522  -2.190  0.756  -0.544
Br  -1.583  -4.160  -5.788  -0.244
C  -0.857  -2.975  -4.491  0.105
C  -1.655  -2.519  -3.454  -0.754
C  -1.129  -1.652  -2.514  0.353
C  0.195  -1.224  -2.599  0.029
C  0.994  -1.729  -3.628  -0.341
C  0.468  -2.594  -4.578  -0.670
N  0.695  -0.328  -1.640  -0.110
C  1.790  0.402  -1.952  -0.351
C  2.483  1.085  -0.937  0.465
C  3.642  1.870  -1.128  -1.104
C  4.249  2.438  -0.040  -0.096
C  3.715  2.246  1.247  -1.009
C  2.566  1.497  1.370  -0.230
N  1.968  0.945  0.314  0.277
H  -2.686  -2.835  -3.374  0.420
H  -1.747  -1.309  -1.700  0.181
H  2.047  -1.491  -3.673  0.467
H  1.099  -2.982  -5.366  0.395
H  2.133  0.481  -2.977  0.497
H  4.036  1.997  -2.127  0.408
H  5.144  3.032  -0.175  0.401
H  4.172  2.672  2.128  0.375
H  2.072  1.313  2.315  0.477
S  -2.669  -0.204  0.365  -0.394
C  -2.856  0.675  1.783  0.713
C  -3.954  0.391  2.648  -0.760
C  -4.152  1.081  3.806  -0.519
C  -3.247  2.112  4.156  -0.390
C  -2.189  2.423  3.348  -0.680
C  -1.945  1.738  2.134  0.290
S  -0.650  2.220  1.122  -0.335
H  -4.621  -0.411  2.360  0.387
H  -4.984  0.841  4.455  0.347
H  -3.389  2.657  5.081  0.339
H  -1.504  3.210  3.635  0.403



(3)
Here is the molecule CH6S2Si in a non-equilibrium geometry from OMol25. Energies are from ωB97M-V with the def2-TZVPD basis set.

## Properties
total energy = -1127.4745 Eh
gap between HOMO and LUMO = 0.288 Ha
relative energy (zero: lowest compared OMol25 entry of this formula, charge and spin) = 203.98 kJ/mol
E_LUMO = -0.85 eV
spin multiplicity = 1
SMILES = SC[SiH2]S
net charge = 0
highest occupied orbital energy = -8.695 eV

Last column: Mulliken charge in e.
Element x y z (Å)
S  -1.904  1.388  -0.918  -0.162
C  -1.181  -0.222  -0.591  -0.736
Si  0.906  -0.291  0.324  0.558
S  2.338  -1.199  2.262  -0.368
H  -1.762  1.317  -2.221  0.115
H  -1.905  -0.716  0.202  0.285
H  -1.114  -0.759  -1.557  0.319
H  0.874  1.128  0.855  -0.069
H  1.597  -0.736  -0.883  -0.066
H  2.150  0.090  2.526  0.125



(4)
Here is a cluster of 2 separate species, C3H12N2O in total in a non-equilibrium geometry from OMol25. Energies are from ωB97M-V with the def2-TZVPD basis set.

## Properties
total energy = -306.2149 Eh
gap between HOMO and LUMO = 0.328 Ha
relative energy (zero: lowest compared OMol25 entry of this formula, charge and spin) = 76.33 kJ/mol
E_LUMO = 0.61 eV
spin multiplicity = 1
SMILES = C[C@H](N)CN.O
net charge = 0
highest occupied orbital energy = -8.311 eV

Last column: Mulliken charge in e.
Element x y z (Å)
C  0.210  -1.050  -1.473  -1.222
C  -0.435  -0.013  -0.408  0.173
N  0.413  -0.126  0.828  -0.533
C  -1.962  -0.245  -0.134  -0.504
N  -2.380  0.757  0.852  -0.571
H  -0.107  -0.918  -2.523  0.345
H  1.315  -0.938  -1.504  0.274
H  -0.088  -2.050  -1.171  0.315
H  -0.333  1.004  -0.821  0.265
H  0.304  -1.061  1.291  0.207
H  1.335  0.160  0.856  0.243
H  -2.030  -1.223  0.287  0.252
H  -2.614  -0.147  -1.053  0.297
H  -3.164  1.357  0.498  0.238
H  -1.553  1.361  1.189  0.257
O  3.287  0.575  0.256  -0.664
H  3.638  1.420  0.663  0.308
H  3.885  -0.136  0.560  0.321